{
  "formula": "C6H9NO3",
  "method": "ωB97M-V/def2-TZVPD",
  "orbital_gap_ev": 8.61,
  "multiplicity": 1,
  "relative_energy_kcal_mol": 119.7,
  "species": ["C", "C", "O", "O", "O", "H", "H", "H", "H", "C", "C", "C", "C", "N", "H", "H", "H", "H", "H"],
  "positions_angstrom": [[-1.90779, -0.39017, 0.45459], [-0.67880, 0.12043, -1.65295], [-0.66353, -0.48842, -0.31326], [-0.81496, 1.44442, -1.49602], [-0.90960, -0.54052, -2.60705], [-0.82939, 1.84679, -2.37808], [-1.74218, -0.98321, 1.34801], [-2.10941, 0.65213, 0.69345], [-2.69782, -0.82310, -0.15412], [0.92297, 0.96503, 1.16022], [0.76896, -0.37725, 0.51529], [1.04194, -1.56595, 1.05674], [1.58732, 0.04758, -1.26898], [2.59348, 0.27421, -1.80424], [1.98833, 1.15246, 1.29869], [0.53178, 1.75948, 0.53147], [0.42153, 0.98703, 2.13005], [1.67884, -1.58607, 1.93109], [0.81832, -2.49487, 0.55508]],
  "forces_ev_per_angstrom": [[0.25, 0.03, -0.16], [-0.53, -0.05, 0.11], [0.13, 0.13, -0.23], [0.16, -0.28, -0.01], [0.23, 0.23, 0.37], [0.00, -0.07, 0.02], [0.02, 0.02, -0.02], [0.01, -0.03, -0.01], [0.04, 0.02, 0.01], [0.02, 0.00, -0.04], [-0.20, -0.19, 0.11], [-0.03, 0.21, -0.16], [0.37, 0.08, -0.08], [-0.42, -0.07, 0.19], [-0.03, -0.02, -0.02], [0.01, -0.02, -0.01], [0.02, -0.03, -0.05], [-0.04, 0.05, -0.01], [-0.01, 0.02, -0.01]]
}

=====

{
  "formula": "C6H9NO3S",
  "method": "ωB97M-V/def2-TZVPD",
  "orbital_gap_ev": 9.99,
  "multiplicity": 1,
  "relative_energy_kcal_mol": 47.7,
  "species": ["C", "C", "O", "O", "N", "C", "S", "C", "C", "C", "O", "H", "H", "H", "H", "H", "H", "H", "H", "H"],
  "positions_angstrom": [[0.09283, 1.42764, -3.05866], [0.21069, 1.02874, -1.61609], [0.73220, 1.66473, -0.74450], [-0.39684, -0.16481, -1.40380], [-0.31709, -0.64108, -0.07867], [-1.69896, -0.08639, 0.68445], [-1.53133, -0.82737, 2.31630], [0.29075, -0.68691, 2.49608], [1.07437, -1.67290, 1.62108], [1.06030, -1.28100, 0.17119], [1.83548, -1.37185, -0.71578], [-0.61726, 2.24861, -3.13702], [-0.24142, 0.59019, -3.66186], [1.05852, 1.78637, -3.40342], [-1.61232, 0.99350, 0.69357], [-2.51820, -0.49607, 0.11313], [0.47885, -0.88765, 3.54992], [0.56466, 0.34260, 2.26721], [2.10956, -1.74049, 1.96351], [0.62536, -2.66635, 1.70324]],
  "forces_ev_per_angstrom": [[0.04, -0.09, 0.09], [0.15, 0.25, 0.21], [0.04, 0.10, -0.03], [-0.20, -0.48, -0.01], [-0.49, 0.39, -0.39], [4.20, -1.72, -0.43], [-0.02, -0.02, 0.17], [-0.45, -0.01, -0.25], [0.31, -0.14, 0.23], [-3.95, 1.79, 0.67], [0.40, -0.20, -0.02], [-0.05, 0.03, 0.00], [-0.02, 0.01, -0.08], [0.05, 0.00, 0.00], [-0.05, 0.08, -0.15], [-0.15, 0.00, 0.01], [0.01, 0.03, -0.03], [0.11, -0.01, 0.11], [-0.01, -0.01, -0.06], [0.09, 0.00, -0.02]]
}

=====

{
  "formula": "C6H9NO3S",
  "method": "ωB97M-V/def2-TZVPD",
  "orbital_gap_ev": 9.20,
  "multiplicity": 1,
  "relative_energy_kcal_mol": 89.4,
  "species": ["C", "C", "C", "C", "C", "C", "N", "O", "O", "O", "S", "H", "H", "H", "H", "H", "H", "H", "H", "H"],
  "positions_angstrom": [[-0.44193, 1.48569, -0.73350], [0.86873, -0.83853, -0.83712], [-1.46016, 1.55564, 0.39096], [-1.50576, 0.34038, 1.23870], [-0.53161, -0.62655, -1.15661], [2.47222, -1.51065, 0.76225], [0.48897, 2.21581, -0.99763], [1.79139, -0.48512, -1.53742], [-3.17469, -0.81048, -0.55733], [1.10604, -1.38018, 0.40200], [-1.90347, -1.15666, 0.05716], [-1.31177, 2.42597, 0.88817], [-2.50654, 1.83619, -0.10882], [-0.48626, 0.17571, 1.60870], [-2.39935, 0.27917, 1.86732], [-0.88489, -0.70871, -2.14423], [3.22661, -1.45535, -0.16470], [2.77865, -2.50905, 1.29902], [2.63959, -0.72510, 1.37942], [1.23423, 1.89181, -1.65632]],
  "forces_ev_per_angstrom": [[-0.69, -3.17, 1.46], [0.91, -0.30, 0.18], [-3.20, -0.41, -3.95], [-0.09, -1.41, -1.56], [-1.07, 2.33, 2.80], [2.45, -3.34, -2.52], [1.08, 0.15, -1.18], [-0.36, 0.11, -0.49], [-1.18, 0.36, -0.78], [-0.65, -0.62, -0.68], [3.06, 1.03, 0.40], [1.06, 2.55, 1.92], [1.87, -1.19, 0.82], [-0.65, -0.36, 0.72], [0.71, 0.24, 0.45], [-0.09, -0.10, -1.16], [-2.01, 0.04, 1.96], [-1.41, 1.75, -0.97], [1.07, 2.30, 2.01], [-0.82, 0.05, 0.56]]
}

=====

{
  "formula": "C6H9NO5",
  "method": "ωB97M-V/def2-TZVPD",
  "orbital_gap_ev": [6.83, 7.15],
  "multiplicity": 1,
  "relative_energy_kcal_mol": 182.6,
  "species": ["C", "C", "O", "C", "O", "C", "C", "C", "O", "N", "O", "O", "H", "H", "H", "H", "H", "H", "H", "H", "H"],
  "positions_angstrom": [[2.30474, 1.67145, -0.13837], [2.20006, 0.44612, 0.41901], [3.14695, -0.36015, 1.01622], [1.02793, -0.37124, 0.28459], [0.93340, -1.69585, 0.24857], [-0.43405, 0.28535, -0.14854], [-1.43753, -0.53026, -0.88418], [-2.51970, -0.97187, 0.14814], [-0.95151, -1.52584, -1.65782], [-0.77918, 1.48508, 0.48296], [-0.29170, 1.88906, 1.51010], [-1.71327, 2.07661, -0.04344], [3.30831, 2.15861, -0.20576], [1.51402, 2.12429, -0.52288], [3.79809, 0.30052, 1.35519], [1.78648, -2.04401, 0.37701], [-1.93642, 0.19538, -1.49436], [-2.06450, -1.48658, 1.10073], [-3.20522, -1.65712, -0.45986], [-2.92760, -0.07255, 0.58465], [-1.75930, -1.91702, -1.97196]],
  "forces_ev_per_angstrom": [[4.83, -2.66, 2.19], [-0.12, -0.71, -0.55], [1.36, 2.22, 0.32], [-8.83, 2.52, -2.32], [-0.37, 1.79, 0.08], [7.38, -2.93, 2.00], [-1.42, 2.17, 2.76], [1.14, -1.86, 0.46], [1.13, -1.26, -0.68], [-1.16, -0.31, -1.06], [1.36, 0.01, 1.16], [-0.97, 0.59, -0.69], [-1.06, -0.31, 0.34], [-3.25, 1.79, -1.76], [-0.16, -1.21, -0.17], [2.10, -1.18, 0.22], [-0.51, 0.66, -0.58], [-0.69, 0.35, -2.13], [0.27, 1.00, 1.46], [-0.89, 0.14, -0.38], [-0.16, -0.79, -0.65]]
}

=====

{
  "formula": "C6H9NOS",
  "method": "ωB97M-V/def2-TZVPD",
  "orbital_gap_ev": [7.94, 6.44],
  "multiplicity": 1,
  "relative_energy_kcal_mol": 79.1,
  "species": ["C", "C", "C", "C", "C", "C", "N", "O", "S", "H", "H", "H", "H", "H", "H", "H", "H", "H"],
  "positions_angstrom": [[0.20014, 1.36756, -1.11614], [-1.97691, -1.41842, 0.01425], [-0.74183, -0.94558, -0.76991], [-1.95197, -0.45624, 1.19386], [-0.66705, 0.47852, -0.38650], [3.11074, 1.23428, 0.16806], [0.95361, 1.98359, -1.70910], [-1.40649, 0.80494, 0.67036], [1.94200, 0.16725, 0.94710], [-2.96314, -1.34580, -0.66615], [-1.85253, -2.36992, 0.33861], [0.26455, -1.49430, -0.38610], [-0.87161, -1.17606, -1.73800], [-2.86497, 0.02326, 1.56259], [-1.37958, -0.98948, 2.00657], [3.95590, 0.61648, -0.40455], [3.77376, 1.70635, 0.88719], [2.47540, 1.81358, -0.61212]],
  "forces_ev_per_angstrom": [[-2.74, -1.70, 2.33], [-2.26, 3.10, -2.02], [1.75, -1.23, 4.24], [-0.91, 0.44, 0.43], [2.36, 0.74, -0.78], [1.81, -1.57, -1.93], [1.09, 1.50, -1.65], [1.10, -0.57, -0.43], [-0.42, -0.30, 0.16], [2.18, -0.04, 1.60], [0.08, -2.98, 0.88], [-2.26, 1.15, -0.84], [-0.06, -0.33, -3.65], [-0.30, -1.34, 0.28], [-0.05, 1.41, -0.58], [-2.14, 0.94, 0.56], [-0.75, 1.07, 0.12], [1.50, -0.28, 1.28]]
}

=====

{
  "formula": "C6H9NS",
  "method": "ωB97M-V/def2-TZVPD",
  "orbital_gap_ev": 9.21,
  "multiplicity": 1,
  "relative_energy_kcal_mol": 52.3,
  "species": ["C", "C", "S", "C", "C", "C", "N", "C", "H", "H", "H", "H", "H", "H", "H", "H", "H"],
  "positions_angstrom": [[1.18919, -1.65164, -0.18436], [0.55308, -0.29067, -0.04340], [2.12065, 0.92908, 0.10937], [-0.13513, 0.19784, -1.22328], [-1.32090, 0.81547, -1.21888], [-1.87407, 1.15721, 0.04824], [-1.42202, 0.75595, 1.14682], [-0.29304, -0.14713, 1.32025], [1.76417, -1.91795, 0.57941], [1.88573, -1.51042, -1.00475], [0.51530, -2.39784, -0.31248], [1.59934, 1.88697, 0.91814], [0.43071, 0.19874, -2.11818], [-1.70409, 1.36129, -2.00063], [-2.88201, 1.55763, 0.12073], [-0.71826, -1.08471, 1.53096], [0.29135, 0.14017, 2.33205]],
  "forces_ev_per_angstrom": [[0.26, 3.44, -2.81], [1.22, 1.02, 3.62], [-0.93, -0.56, 0.08], [-1.06, 0.64, -0.67], [1.83, -0.30, 1.19], [-1.22, -1.34, 0.76], [0.24, -0.20, 2.56], [1.35, 2.32, -0.70], [2.35, -0.72, 3.67], [-0.03, -0.75, -0.59], [-2.23, -2.16, -0.96], [-0.11, -0.42, -0.35], [0.48, -0.39, -0.91], [-0.70, 0.58, -2.24], [0.15, 0.81, -0.26], [-0.66, -1.48, 0.26], [-0.94, -0.49, -2.65]]
}

=====

{
  "formula": "C6H9NS",
  "method": "ωB97M-V/def2-TZVPD",
  "orbital_gap_ev": 8.86,
  "multiplicity": 1,
  "relative_energy_kcal_mol": 69.6,
  "species": ["C", "C", "C", "C", "C", "C", "N", "S", "H", "H", "H", "H", "H", "H", "H", "H", "H"],
  "positions_angstrom": [[0.53445, 1.01206, 1.64570], [0.60817, -0.20402, 1.05970], [-0.21758, 2.09446, 1.07435], [-0.90374, 1.00130, -0.91264], [-0.14758, -0.57372, -0.14283], [0.46912, -1.36542, -1.19463], [-0.79513, 2.07444, -0.05969], [-1.52086, -1.67229, 0.64647], [1.16635, 1.30309, 2.60659], [1.06650, -1.03113, 1.75968], [-0.28058, 3.04152, 1.56541], [-0.44323, 1.44601, -1.94605], [-1.96283, 0.74663, -1.10065], [1.14243, -0.73102, -1.80817], [-0.33450, -1.76531, -1.80127], [1.09614, -2.08118, -0.68961], [-0.64732, -2.66694, 0.89726]],
  "forces_ev_per_angstrom": [[1.99, -0.23, 1.70], [0.98, -0.12, 2.69], [-0.29, 0.01, -1.55], [1.58, -2.13, -0.72], [-3.06, 2.60, -0.06], [1.25, 0.53, -0.93], [-0.78, 1.48, 1.08], [0.36, 0.76, -0.61], [-1.59, -1.06, -2.01], [-0.46, 1.34, -1.95], [0.16, 0.46, 0.61], [-0.65, -1.99, 2.14], [0.51, 0.09, 0.03], [-0.35, -0.35, 0.19], [0.33, -0.46, -0.27], [0.18, -0.99, -0.31], [-0.16, 0.06, -0.02]]
}

=====

{
  "formula": "C6H9O4Sc",
  "method": "ωB97M-V/def2-TZVPD",
  "orbital_gap_ev": 2.48,
  "multiplicity": 1,
  "relative_energy_kcal_mol": 22.6,
  "charge": 2,
  "species": ["O", "C", "O", "O", "C", "Sc", "H", "H", "C", "C", "H", "H", "H", "C", "C", "O", "H", "H", "H", "H"],
  "positions_angstrom": [[-0.38239, -1.76562, -3.15522], [-0.41841, -1.58951, -1.89803], [-1.49384, -1.83873, -1.27036], [0.66994, -1.17373, -1.30779], [0.65249, -0.82147, 0.08507], [-2.36055, -2.43300, -3.12543], [-0.20597, -1.31738, 0.55306], [1.64106, -1.15386, 0.42138], [1.48017, 0.23298, 2.61914], [0.70199, 0.96590, 1.80671], [2.36199, -0.30222, 2.25792], [1.29763, 0.23170, 3.69559], [-0.03367, 1.63258, 2.26902], [0.53096, 0.72457, 0.32829], [-0.78231, 1.33365, -0.15167], [-0.87212, 1.25031, -1.55942], [1.36141, 1.19478, -0.22340], [-0.81930, 2.38731, 0.17489], [-1.62705, 0.80467, 0.32619], [-1.70202, 1.63708, -1.84594]],
  "forces_ev_per_angstrom": [[-2.96, -1.47, -2.05], [4.37, 2.19, 2.86], [-2.98, -1.38, -1.85], [-2.22, -0.92, -2.64], [-0.15, 1.18, 1.50], [3.80, 1.74, 2.26], [0.55, -0.11, 0.20], [-0.61, -0.13, 0.13], [-0.08, 0.75, -0.25], [-0.48, -1.06, 0.99], [-0.51, -0.30, 0.12], [0.43, 0.36, -0.31], [0.07, -0.30, -0.16], [0.97, -0.12, -0.88], [-0.05, 0.14, 0.92], [-0.08, -0.76, -0.69], [-0.26, -0.03, -0.05], [0.03, -0.35, -0.11], [0.17, 0.14, -0.04], [-0.02, 0.41, 0.04]]
}

=====

{
  "formula": "C6H9O6P",
  "method": "ωB97M-V/def2-TZVPD",
  "orbital_gap_ev": 7.86,
  "multiplicity": 1,
  "relative_energy_kcal_mol": 36.5,
  "species": ["C", "C", "C", "C", "C", "C", "O", "O", "O", "O", "O", "O", "P", "H", "H", "H", "H", "H", "H", "H", "H", "H"],
  "positions_angstrom": [[-0.39688, 0.74888, 1.26315], [-0.08970, -0.33087, 2.23465], [-0.27985, 0.15833, 0.03046], [0.12483, -1.43914, 1.50978], [1.24929, -0.06358, -2.06656], [-0.46854, 0.58665, -1.31551], [0.08500, -1.15353, 0.12172], [-0.80340, 2.02974, 1.56100], [-0.03975, -0.11005, 3.55667], [0.53313, -2.69742, 1.76779], [2.43012, 0.17332, -1.39102], [-0.66312, 1.97906, -1.46433], [-1.84712, -0.14205, -2.35321], [1.03704, -1.10994, -2.10901], [1.25062, 0.24566, -3.12900], [-0.93626, 2.12931, 2.45201], [0.56650, -0.65094, 4.07603], [0.94089, -3.03650, 0.91718], [2.91661, 0.89278, -1.89292], [-0.63479, 2.42236, -0.64626], [-1.95354, -1.17656, -1.40159], [-3.02110, 0.54449, -1.72103]],
  "forces_ev_per_angstrom": [[0.11, -1.60, 0.00], [0.05, 0.51, -1.15], [-0.43, 0.69, 1.59], [0.62, -0.06, -2.29], [-2.88, 0.80, -0.89], [2.38, 1.01, -2.36], [-0.37, -0.23, 2.80], [0.81, -0.91, -3.90], [-0.43, 0.58, 1.22], [0.51, -0.38, -0.94], [0.61, 1.66, -0.81], [0.43, -0.93, -1.68], [-0.68, -0.04, 0.96], [-0.09, -0.76, 0.41], [0.01, 0.45, 0.58], [-0.42, 0.22, 3.51], [0.02, -0.17, -0.57], [-0.63, 0.50, 1.46], [-0.91, -1.21, 1.18], [0.20, 0.80, 1.76], [-0.27, -0.54, -0.38], [1.35, -0.40, -0.49]]
}

=====

{
  "formula": "C6H9P",
  "method": "ωB97M-V/def2-TZVPD",
  "orbital_gap_ev": 9.01,
  "multiplicity": 1,
  "relative_energy_kcal_mol": 35.4,
  "species": ["C", "P", "C", "C", "C", "C", "C", "H", "H", "H", "H", "H", "H", "H", "H", "H"],
  "positions_angstrom": [[0.46761, -1.67232, -0.51517], [-0.49233, -2.00273, 0.87283], [-1.22500, -0.33430, 1.24114], [-0.12311, 0.76812, 1.18381], [0.70005, 0.91187, -0.17739], [-0.07205, 0.67032, -1.53715], [0.93424, -0.32449, -1.04714], [1.06010, -2.45415, -0.96287], [-1.63212, -0.47825, 2.21876], [-2.19208, -0.18972, 0.59659], [-0.50970, 1.74625, 1.32502], [0.55344, 0.40352, 1.95234], [1.48625, 1.65516, -0.00813], [0.12016, 1.32637, -2.43420], [-1.03522, 0.27706, -1.23651], [1.95977, -0.30273, -1.47195]],
  "forces_ev_per_angstrom": [[0.26, 1.02, 1.30], [0.61, 0.18, -2.14], [-0.84, 0.19, -2.02], [0.26, -1.54, -1.99], [-1.92, -1.03, 0.38], [1.20, 1.13, 1.22], [0.87, -0.13, 0.91], [-0.18, -0.61, 0.14], [-0.09, 0.36, 0.92], [1.89, -0.02, 0.84], [-0.39, 0.81, 0.83], [0.40, 0.75, 0.24], [-0.17, -0.34, -0.77], [-0.52, -0.99, 1.17], [-0.43, 0.55, -0.96], [-0.95, -0.33, -0.07]]
}

=====

Question: Look up the multiplicity of the eighth one.
Answer: 1